Here is a structure of composition C10H10BrHgN3O3S in a non-equilibrium geometry from OMol25. Energies are from wB97M-V/def2-TZVPD.

XYZ file:
```
29
Properties=species:S:1:pos:R:3:lowdin_charge:R:1
N 1.99198 -0.95479 -2.63183 -0.21
H -4.00968 -0.95026 3.03311 0.07
H 0.39193 0.24131 -1.81732 0.13
H 0.77090 0.39086 -3.62256 0.07
N -1.27506 0.64088 2.24230 -0.07
H 3.28164 -2.23325 -3.65840 0.08
Hg 1.12282 -0.35622 2.01564 1.22
C -1.76594 1.77834 1.87201 -0.83
C -2.04662 -0.32551 2.63006 -0.27
C 2.87016 -1.22691 -3.76253 -0.06
C -3.49648 -0.13697 2.62564 -0.03
H 1.83126 1.23267 -2.49052 -0.03
O 0.90240 -1.79943 -0.76746 -0.06
H 3.67442 -0.50308 -3.88891 0.08
H -5.15160 1.16104 2.46215 0.08
S 3.05003 2.45792 -1.21624 0.62
C 1.22039 0.25105 -2.63622 -0.13
H 2.51009 -2.73629 -1.84455 0.14
O -2.19739 -2.43437 3.57523 -0.02
C -1.38588 -1.61756 3.14285 -0.59
C 1.74954 -1.90449 -1.67141 -0.31
O -0.05225 -1.79091 3.00256 -0.30
C -4.07282 1.10791 2.29878 -0.12
C 2.65256 1.50441 -0.02007 -0.98
N 2.48417 0.92135 1.00143 -0.11
H 2.22967 -1.00107 -4.64105 0.09
Br -0.61905 3.19578 1.51208 0.70
C -3.17518 2.07783 1.78583 -0.18
H -3.48603 3.00979 1.46939 0.03
```

Output
Spin multiplicity: 2
Net charge: -1
Energy relative to the best compared isomer or geometry (same formula, charge and spin): 14.6 kcal/mol
⟨S²⟩: 0.77

Here is an isolated molecule of C10H10BrN in a non-equilibrium geometry from OMol25. Energies are from wB97M-V/def2-TZVPD.

XYZ file:
```
22
Properties=species:S:1:pos:R:3:lowdin_charge:R:1
H 1.83014 2.16846 -1.44691 0.09
H 1.94955 3.24731 0.11394 0.07
C -0.94764 -1.60413 -0.49024 -0.03
H 2.16855 0.31324 -2.02614 0.11
C 1.41477 1.16915 0.32873 -0.69
C -2.22969 -0.23064 1.66480 -0.04
C -2.71319 -1.29072 1.13219 -0.14
C 1.43062 2.46519 -0.42782 -0.11
H 2.80100 -0.90408 -0.95114 0.08
H -3.64639 -1.70272 1.41190 0.10
H 1.47566 -1.28712 -2.06463 0.07
C 0.94576 0.01525 -0.39647 -0.35
N -0.33118 1.28157 1.67954 0.20
H 0.45029 2.87629 -0.59780 0.08
C -2.13429 -2.05038 0.07809 -0.05
H -0.71273 -1.90423 -1.51191 0.11
Br 2.88574 0.82153 1.49559 0.77
C -0.90165 0.26298 1.18389 -0.32
H -2.67505 0.33385 2.47853 0.12
C -0.24971 -0.48188 0.01713 -0.13
C 1.84646 -0.57270 -1.36719 -0.05
H -2.65702 -2.92621 -0.30410 0.11
```

Output
Spin multiplicity: 1
Net charge: 0
Energy relative to the best compared isomer or geometry (same formula, charge and spin): 56.5 kcal/mol

Here is a structure of composition C10H10ClNO2Pm in a non-equilibrium geometry from OMol25. Energies are from wB97M-V/def2-TZVPD.

XYZ file:
```
25
Properties=species:S:1:pos:R:3:lowdin_charge:R:1
H -4.49509 2.36286 1.19986 0.09
C -3.02350 2.51017 -1.80198 -0.29
C -0.66437 0.61724 2.08933 -0.28
H -4.80868 0.12278 -0.27042 0.09
H 2.35151 0.16127 0.67872 0.08
O 0.62396 1.28626 -1.75279 -0.28
N 0.00294 1.56729 -2.84379 -0.18
Cl -1.90456 -1.50960 -1.01477 -0.17
Pm -1.34372 0.90275 -0.62858 1.41
C -3.63198 1.21952 -1.82232 -0.30
H -2.60761 3.05836 -2.64186 0.10
C 1.38946 0.50259 1.05716 -0.20
C -0.26555 1.96283 1.75948 -0.27
C -3.22221 3.06995 -0.49887 -0.21
C -3.97863 2.13632 0.26826 -0.18
H 1.58612 2.73323 0.71906 0.09
C -4.20314 0.98332 -0.53400 -0.22
H 0.38713 -1.37022 1.81025 0.09
O -1.12477 1.01705 -2.94527 -0.28
H -1.53429 0.32719 2.67929 0.08
H -3.70555 0.53833 -2.66296 0.09
C 0.35901 -0.28586 1.64710 -0.21
H -0.83258 2.85894 2.03570 0.08
H -3.05466 4.11686 -0.25974 0.09
C 1.01350 1.88687 1.11300 -0.21
```

Output
Spin multiplicity: 5
Calculated total energy: -45196.46781 eV
Net charge: -1
⟨S²⟩: 6.01

- The highest net charge belongs to which entry?
  C10H10BrN

- Look up the net charge of the third one.
  -1

- Among the records above, which one has the highest net charge?
  C10H10BrN